No. 1
The following is a DFT calculation (ωB97M-V/def2-TZVPD) of a structure of composition C27H33I2NO3SSiSn.

```
69
Properties=species:S:1:pos:R:3
Sn -1.85157 -0.81539 0.42573
C -1.23043 0.37668 -1.31973
Si 0.57483 -0.00833 -1.29990
C 0.39236 -2.59553 -0.25957
N -1.05690 -2.81470 -0.49869
C -1.57951 -3.94543 0.31652
C -0.94104 -5.28524 -0.04911
C -0.70232 -5.38973 -1.56439
C -1.67093 -4.47498 -2.30471
C -1.39231 -3.01263 -1.95575
C 1.70770 1.31223 -0.62858
C 1.67077 1.74823 0.68909
C 2.60474 2.61378 1.22711
C 3.62202 3.09409 0.40997
C 3.67618 2.71275 -0.92208
C 2.73405 1.82378 -1.42684
C 1.25709 -0.71522 -2.86215
C 2.46199 -1.42925 -2.84411
C 2.97797 -1.98567 -4.00402
C 2.30186 -1.82490 -5.20748
C 1.11479 -1.10654 -5.24943
C 0.59678 -0.55846 -4.08456
H -1.71507 0.09296 -2.25544
H -1.49941 1.41661 -1.12022
H 0.68126 -3.09919 0.66203
H 0.98822 -2.98198 -1.08768
H -2.65864 -3.97711 0.14923
H -1.42334 -3.70708 1.37025
H -1.61443 -6.07440 0.28840
H -0.00801 -5.42746 0.49802
H -0.81254 -6.42152 -1.89279
H 0.32404 -5.09982 -1.80720
H -2.70135 -4.73701 -2.05005
H -1.58053 -4.58346 -3.38569
H -2.25062 -2.39277 -2.21267
H -0.54552 -2.64768 -2.53539
H 0.90625 1.09919 2.37995
H 2.55586 2.89703 2.27307
H 4.36902 3.76090 0.81916
H 4.46249 3.08732 -1.56244
H 2.81033 1.50356 -2.45877
H 3.00797 -1.55115 -1.91321
H 3.90749 -2.53844 -3.97421
H 2.70660 -2.25375 -6.11452
H 0.59611 -0.97214 -6.18936
H -0.32949 0.00220 -4.13692
I -4.68612 -1.15025 -1.05903
C -5.78774 -2.40996 0.26485
I -5.75382 -4.44903 -0.27142
H -6.80995 -2.05465 0.23174
H -5.35600 -2.28471 1.24984
C 0.87287 6.42411 6.05887
C 0.38929 5.56141 4.94433
C 0.88121 5.72772 3.64422
C 0.42562 4.93357 2.62013
C -0.54789 3.94707 2.90347
C -1.05775 3.76592 4.21140
C -0.58372 4.56996 5.20760
S -1.07579 3.07583 1.57383
O 0.59408 1.30929 1.48850
O -2.16843 2.19280 1.91842
O 0.62441 -1.21262 -0.07348
H 1.61675 7.14428 5.72966
H 1.30203 5.80620 6.85084
H 0.03296 6.96221 6.50429
H 1.61719 6.49603 3.44941
H 0.79477 5.06016 1.60858
H -1.81031 3.01070 4.39595
H -0.95841 4.45960 6.21712
```

As for the charge: +2. Its spin multiplicity is 1. For the energy above the lowest of the compared OMol25 structures with the same formula, charge and spin, the calculation gives 0.000 eV. For the largest force on an atom, the calculation gives 0.21 eV Å⁻¹.

=====

No. 2
The following is a DFT calculation (ωB97M-V/def2-TZVPD) of the ion C8H11N2O3S with charge +1.

```
25
Properties=species:S:1:pos:R:3
C 3.31377 -1.32553 -0.09328
C 1.16285 -0.46438 -0.21764
C -3.24113 -1.61701 0.37884
C -4.08493 -0.42303 0.66383
C 3.08422 0.97425 0.68726
C 3.87558 -0.22816 0.41295
C -3.02120 -0.34528 -0.40936
C 1.63549 0.79793 0.39007
N 1.99857 -1.51915 -0.41350
N 0.96750 1.93442 0.20608
O -0.20534 -0.39612 -0.47659
O -1.66688 1.92563 -0.81824
O -1.34496 0.79948 1.37185
S -1.64009 0.70490 -0.01513
H 3.94335 -2.10027 -0.39501
H -2.45471 -1.79715 1.01047
H -3.73686 -2.48840 -0.08468
H -4.98812 -0.60491 0.21454
H -4.00080 0.09070 1.61701
H 3.03911 1.34887 1.84857
H 3.60711 1.89071 0.26798
H 4.85975 -0.16949 0.72150
H -3.27344 -0.14040 -1.46550
H -0.02788 1.87121 -0.20171
H 1.44222 2.74363 0.43966
```

As for the charge: +1. Its spin multiplicity is 1. For the energy above the lowest of the compared OMol25 structures with the same formula, charge and spin, the calculation gives 4.621 eV. For the largest force on an atom, the calculation gives 5.71 eV Å⁻¹.

=====

No. 3
The following is a DFT calculation (ωB97M-V/def2-TZVPD) of a structure of composition C31H46N5O2S3SeSiZr.

```
90
Properties=species:S:1:pos:R:3
Zr 0.46719 0.46547 0.12663
C -2.31759 1.59369 2.04504
C -1.09122 2.23331 2.65786
N 0.07181 1.32044 2.61206
C 0.08705 0.36430 3.74705
C -0.91042 -0.78729 3.65376
S -0.96935 -1.52449 1.99968
C -2.69552 -1.32504 1.47031
C -2.88989 -0.19835 0.45743
N -2.00235 0.95306 0.74410
H -3.09396 2.34740 1.91971
H -2.72921 0.84448 2.71042
H -1.30983 2.53701 3.68287
H -0.83587 3.13160 2.10723
H 0.88968 1.90198 2.76955
H -0.10905 0.90132 4.67727
H 1.09650 -0.02638 3.82321
H -1.91857 -0.49558 3.93572
H -0.60969 -1.56478 4.35398
H -3.29250 -1.18974 2.36973
H -3.01591 -2.26958 1.03236
H -3.93945 0.10071 0.46995
H -2.65915 -0.54666 -0.54379
H -2.20717 1.63659 0.02804
O 1.91060 -0.63909 1.17569
S 2.78317 -1.36246 2.23244
C 2.25681 -3.09717 2.23086
C 2.60126 -3.93674 1.00334
C 1.94161 -3.48270 -0.30398
C 0.44923 -3.82745 -0.35673
S -0.51292 -2.70094 -1.37616
O -0.19379 -1.28493 -0.83953
C 0.34280 -2.85494 -2.92252
C 0.69086 -4.10868 -3.41262
C 1.25973 -4.19118 -4.67384
C 1.47449 -3.04302 -5.42570
C 1.11227 -1.79759 -4.92643
C 0.53105 -1.70021 -3.67226
C 4.41217 -1.55256 1.60060
C 5.36831 -1.84762 2.56827
C 6.65839 -2.13006 2.15067
C 6.97102 -2.10709 0.79547
C 6.00030 -1.79591 -0.14981
C 4.70031 -1.51147 0.24762
H 1.18587 -3.05354 2.43501
H 2.74555 -3.48517 3.12992
H 2.31612 -4.96415 1.24490
H 3.68203 -3.95198 0.86148
H 2.45566 -3.93824 -1.14596
H 2.06605 -2.40932 -0.41437
H -0.04395 -3.75921 0.61149
H 0.24337 -4.82441 -0.75284
H 0.51279 -5.01792 -2.85083
H 1.53197 -5.16207 -5.07007
H 1.92280 -3.12111 -6.40808
H 1.27682 -0.90585 -5.51870
H 0.25881 -0.74039 -3.25662
H 5.12169 -1.85305 3.62703
H 7.42043 -2.36129 2.88422
H 7.98332 -2.32449 0.47616
H 6.25617 -1.77155 -1.20177
H 3.93402 -1.26923 -0.47759
Se -1.56069 1.57471 -3.37844
N -1.40977 3.31021 -3.43688
C -0.82755 3.70649 -2.31516
C -0.49016 5.04053 -1.93323
C 0.14462 5.19402 -0.73826
C 0.44845 4.07060 0.07820
N 0.11856 2.83166 -0.20774
C -0.50751 2.64957 -1.40866
N -0.82223 1.41985 -1.75546
H -0.72119 5.87833 -2.58237
H 0.44541 6.17440 -0.39317
H 0.97576 4.22451 1.01476
C 5.15227 1.58208 -1.14678
Si 3.34485 1.92032 -0.96556
C 3.06345 2.22652 0.89641
C 2.97381 3.45925 -1.94624
C 2.05883 0.63147 -1.45594
H 5.66287 2.55118 -1.18759
H 5.39263 1.05177 -2.07460
H 5.56667 1.02481 -0.30909
H 3.25019 3.26948 1.17294
H 3.72228 1.59604 1.49778
H 2.03516 1.99428 1.20269
H 3.27766 4.37173 -1.41852
H 1.92202 3.55404 -2.23243
H 3.55145 3.42326 -2.87857
H 1.65783 0.94973 -2.42064
H 2.48331 -0.36248 -1.62443
```

As for the charge: +3. Its spin multiplicity is 1. For the energy above the lowest of the compared OMol25 structures with the same formula, charge and spin, the calculation gives 0.807 eV. For the largest force on an atom, the calculation gives 1.72 eV Å⁻¹.

=====

No. 4
The following is a DFT calculation (ωB97M-V/def2-TZVPD) of a structure of composition C30H54GaP2.

```
87
Properties=species:S:1:pos:R:3
Ga 0.00000 0.00000 0.00000
C 0.55799 -2.04761 -0.84018
C 0.69968 -1.06378 -1.90816
C 2.19994 -0.38448 -0.23571
C 1.54405 -1.66100 0.16499
C 1.69680 -0.02796 -1.55423
C -0.09939 -3.43446 -0.96827
H -1.00647 -3.39281 -1.56997
H -0.36944 -3.85098 -0.00159
H 0.58343 -4.13538 -1.44799
C 2.03080 -2.54093 1.33089
H 1.42876 -3.43727 1.45669
H 2.05037 -2.00625 2.27779
H 3.04971 -2.87479 1.13724
C 3.41852 0.23698 0.46827
H 4.34528 -0.13654 0.03386
H 3.43202 -0.00342 1.53098
H 3.42108 1.32110 0.38111
C 2.62178 0.78043 -2.50292
H 3.38972 0.11167 -2.89184
H 3.15552 1.56379 -1.96821
H 2.16906 1.24366 -3.37209
C 0.49449 -1.59229 -3.34710
H 1.22520 -2.38066 -3.52810
H 0.69264 -0.86173 -4.12753
H -0.47387 -2.05990 -3.49864
C -3.09942 1.01364 -1.89401
C -2.81052 -0.10202 -2.59189
C -3.25610 -0.31972 -4.02238
C -2.41860 0.53568 -4.98668
C -1.36789 1.40630 -4.27554
C -1.70998 2.51454 -3.63727
C -3.15874 2.97988 -3.48272
C -3.93797 2.15281 -2.45024
H -4.31276 -0.06944 -4.12022
H -3.09312 1.18303 -5.54547
H -3.19932 -1.38042 -4.26644
H -4.84990 1.75519 -2.89610
H -2.76403 1.26829 -0.91565
H -2.23990 -0.92691 -2.25398
H -4.28314 2.77843 -1.62726
H -3.20083 4.04844 -3.27881
H -0.99889 3.27677 -3.43556
H -3.66517 2.91010 -4.44400
H -1.98133 -0.05244 -5.78970
H -0.36091 1.28426 -4.57209
P -1.61079 -1.03686 1.42023
C -0.97769 -2.35662 2.63316
H -1.76471 -2.64787 3.32809
H -0.14113 -2.00937 3.23457
H -0.67851 -3.25613 2.10396
C -2.61028 -0.06498 2.70395
H -3.15720 -0.73422 3.36773
H -3.33603 0.58428 2.21531
H -1.94964 0.55334 3.31111
C -3.05206 -2.15710 0.87457
H -3.83420 -1.57799 0.38438
H -3.51217 -2.64799 1.73190
H -2.70626 -2.93130 0.19111
P 0.11905 2.31413 0.27987
C 1.39883 3.36992 -0.68295
H 1.11277 4.42207 -0.67029
H 1.51605 3.06692 -1.71797
H 2.40159 3.28842 -0.26417
C -1.28199 3.52655 0.73059
H -1.73732 3.95377 -0.14996
H -0.95025 4.39112 1.30429
H -2.04421 3.02117 1.32252
C 1.04492 3.05027 1.80578
H 1.21041 4.12571 1.72635
H 2.02594 2.59145 1.93302
H 0.47282 2.90285 2.72269
C 2.45567 0.08838 4.85565
C 2.54132 -1.14630 3.93659
C 4.05070 -1.41797 3.67492
C 1.96009 -2.35021 4.72931
C 1.74054 -0.78510 2.69615
C 1.05366 -0.47527 1.63215
H 3.01139 -0.07825 5.80425
H 1.39713 0.31551 5.11267
H 2.88771 0.98278 4.35475
H 4.57181 -1.63226 4.63322
H 4.21253 -2.29737 3.02163
H 4.56795 -0.53979 3.24087
H 0.92859 -2.14889 5.08364
H 1.96692 -3.28354 4.12742
H 2.56649 -2.54161 5.64129
```

As for the charge: +1. Its spin multiplicity is 1. For the energy above the lowest of the compared OMol25 structures with the same formula, charge and spin, the calculation gives 4.089 eV. For the largest force on an atom, the calculation gives 8.59 eV Å⁻¹.